1.
{"formula": "C7H18", "method": "ωB97M-V with the def2-TZVPD basis set", "homo_lumo_gap_ev": 11.90, "lumo_ev": 1.0, "de_lowest_kj_mol": 38.0, "smiles": "CC(C)C.CCC", "homo_energy_ev": -10.9093, "multiplicity": 1, "species": ["H", "H", "H", "H", "H", "H", "C", "C", "H", "H", "H", "H", "C", "H", "H", "C", "C", "C", "H", "C", "H", "H", "H", "H", "H"], "xyz": [[2.8721, 0.6505, 0.4834], [-2.6618, -2.3119, 0.3163], [1.5058, -0.5893, -1.2960], [0.5341, -1.3285, 1.6588], [1.2212, 2.3354, -2.2767], [2.0669, 1.1544, -3.1469], [-1.4300, 0.6525, 1.5823], [-0.4965, -1.6798, 1.5417], [-0.8596, -0.4808, -0.1744], [-3.4769, -0.9744, 1.1123], [3.7140, 0.4039, -1.0126], [-0.5482, 1.2754, 1.4083], [1.2188, 1.2614, -2.4535], [0.3447, 0.8788, -2.9777], [3.0004, 2.0208, -0.7063], [1.5274, 0.4934, -1.1759], [2.8818, 0.9496, -0.5638], [-2.7152, -1.2184, 0.3751], [-0.5584, -2.6417, 1.0363], [-1.3363, -0.6402, 0.7914], [0.8060, 0.7680, -0.4089], [-0.8385, -1.7794, 2.5753], [-2.9736, -0.9387, -0.6466], [-1.4990, 0.4836, 2.6551], [-2.2992, 1.2551, 1.3030]]}

---

2.
{"formula": "C7H18", "method": "ωB97M-V with the def2-TZVPD basis set", "homo_lumo_gap_ev": 12.23, "lumo_ev": 1.1, "de_lowest_kj_mol": 122.0, "smiles": "CC(C)C.CCC", "homo_energy_ev": -11.1030, "multiplicity": 1, "species": ["H", "C", "C", "H", "C", "H", "H", "H", "H", "C", "H", "H", "H", "H", "C", "H", "H", "C", "C", "H", "H", "H", "H", "H", "H"], "xyz": [[-2.2643, -1.3666, 0.0073], [2.1292, -1.0658, -1.3678], [-1.5474, 0.5915, 0.4426], [-3.6113, 1.3420, 0.4880], [1.9596, -1.0965, 1.2021], [-1.0870, 0.0651, 1.2710], [2.0026, -2.1733, 1.3851], [-0.8122, 2.4248, -0.6535], [2.1700, -0.3638, 1.9716], [-2.1956, -0.4198, -0.5426], [3.1015, 0.2245, -0.0463], [-2.5159, 2.6044, 0.7887], [-3.2744, -0.2756, -0.6418], [-2.7600, 1.3825, 2.0500], [-2.6677, 1.5367, 0.9776], [2.7433, -1.5759, -2.1022], [0.4180, 1.6613, 0.1458], [2.8741, -0.8444, -0.0163], [-0.5162, 1.4100, -0.3856], [-1.6981, -0.6550, -1.4763], [3.7386, -1.4861, -0.0707], [0.9310, -0.9725, 0.8630], [1.8290, -0.1378, -1.8626], [-0.1408, 0.8072, -1.2046], [1.1940, -1.6168, -1.2225]]}

---

3.
{"formula": "C7H18AgF3O9P", "method": "ωB97M-V with the def2-TZVPD basis set", "homo_lumo_gap_ev": [4.96, 4.44], "charge": -2, "lumo_ev": [4.1, 4.1], "de_lowest_kj_mol": 392.1, "homo_energy_ev": [-0.8299, -0.3082], "multiplicity": 2, "species": ["O", "H", "O", "C", "O", "O", "H", "F", "H", "C", "H", "H", "H", "H", "C", "O", "H", "P", "H", "H", "O", "H", "C", "H", "C", "H", "F", "F", "H", "O", "H", "Ag", "C", "O", "H", "C", "H", "H", "O"], "xyz": [[-2.1559, 4.7252, 0.1051], [-3.1524, -3.4440, 0.5815], [3.1195, 2.4404, 1.1014], [-0.7298, -2.6869, 2.0817], [-1.5027, 3.1351, 1.8408], [-3.8012, 3.6102, 1.8801], [3.9116, 2.5002, 0.5624], [-2.8072, -2.2355, 3.1585], [3.5550, 4.1448, 2.3498], [2.9082, -1.5952, -1.7040], [2.9500, -2.6825, -1.7690], [-1.6410, -4.4338, 0.2907], [-0.4825, 2.7096, -4.0344], [0.3875, 4.2772, -4.2153], [3.4234, 3.0628, 2.3499], [-1.3010, -2.4469, 0.7824], [3.4475, -1.2491, -0.8223], [-2.6237, 3.4764, 0.8682], [1.4208, -1.2872, -2.9199], [-1.4032, -3.1735, -1.9066], [0.1065, -1.5573, 2.2792], [3.5334, -1.2684, -2.5349], [-1.7897, -3.1052, 3.1687], [-3.0075, -3.8928, -1.7722], [-2.1204, -3.4567, 0.2308], [-2.7672, -2.2190, -1.3730], [-2.2092, -4.3800, 2.9352], [-1.3219, -3.0929, 4.4569], [4.3773, 2.6800, 2.7127], [1.6464, -1.0257, -2.0242], [1.2850, 2.6677, -4.2311], [0.1506, 1.0346, 0.3290], [0.4458, 3.2511, -3.8524], [0.6218, 3.3961, -2.4894], [-0.1502, -3.5993, 1.9408], [-2.3074, -3.2045, -1.2987], [-0.1316, 3.8690, -2.1284], [2.6494, 2.8685, 3.0924], [-2.5336, 2.1875, -0.0223]]}

---

4.
{"formula": "C7H18ClEuIO2PS", "method": "ωB97M-V with the def2-TZVPD basis set", "homo_lumo_gap_ev": [3.74, 6.47], "charge": 2, "lumo_ev": [-10.9, -8.2], "de_lowest_kj_mol": 251.8, "homo_energy_ev": [-14.6089, -14.6456], "multiplicity": 7, "species": ["I", "H", "H", "C", "H", "H", "C", "Cl", "H", "H", "H", "C", "C", "H", "H", "H", "H", "H", "O", "H", "H", "C", "Eu", "H", "P", "O", "H", "S", "C", "C", "H", "H"], "xyz": [[-1.1398, -2.3448, -0.0394], [-1.6963, -0.5618, -4.2648], [-3.9284, -0.5902, -2.6865], [-2.3549, 1.7130, -2.7458], [3.9412, -2.3458, 1.5958], [-2.9569, 2.2982, -2.0208], [-1.7914, -0.2201, 0.7814], [1.8903, 1.5210, -2.3052], [4.6195, 0.6034, 4.1725], [-0.8731, 1.8716, -0.3277], [2.6464, -1.9708, 2.8581], [-3.3840, -0.6267, -1.7339], [3.6450, -1.7767, 2.4748], [-1.0142, 1.7009, 1.4193], [-0.9575, -1.7476, -3.1167], [-3.2072, -1.6798, -1.4428], [4.3890, -2.0258, 3.2426], [3.0359, 1.4568, 3.9989], [-2.5140, -0.6679, 1.5934], [-2.4943, 1.9850, 0.4727], [-0.0713, -0.2423, -3.5608], [3.5777, 0.4999, 3.8849], [1.3433, 0.0442, -0.2393], [-1.4664, 2.2997, -3.0469], [-1.7782, 0.2074, -1.9526], [2.0968, 0.4601, 1.8360], [3.1450, -0.2730, 4.5537], [3.5804, 0.0524, 2.1751], [-1.0609, -0.6869, -3.3759], [-1.5709, 1.3694, 0.4908], [-2.9625, 1.4840, -3.6518], [-3.9599, -0.1163, -0.9484]]}

---

5.
{"formula": "C7H18CoNO8P2Se2", "method": "ωB97M-V with the def2-TZVPD basis set", "homo_lumo_gap_ev": [6.76, 6.76], "lumo_ev": [-0.7, -0.7], "de_lowest_kj_mol": 96.6, "homo_energy_ev": [-7.4697, -7.4611], "multiplicity": 1, "species": ["H", "C", "C", "O", "C", "O", "H", "O", "Se", "O", "H", "H", "H", "C", "N", "H", "O", "C", "H", "C", "H", "Co", "H", "O", "H", "H", "H", "H", "H", "P", "H", "H", "O", "Se", "H", "C", "P", "H", "O"], "xyz": [[-1.9864, 1.5184, 1.1108], [2.3941, -1.6447, -2.5986], [-0.3277, 2.5735, 1.7811], [-0.8392, 3.9063, -0.4622], [-0.0759, 3.8789, 2.5112], [1.4070, -1.8387, 0.1751], [-0.2976, -3.7453, -2.5929], [-0.7680, 1.3705, -0.4940], [1.8334, 0.1267, -2.0215], [2.2091, -4.1591, -4.0825], [-0.4159, 4.3843, -1.1851], [0.1558, -2.3390, -3.5659], [-1.9917, 1.7611, 2.7874], [0.1539, -2.7483, -2.5561], [-1.8025, 2.1894, 1.8756], [1.1248, -3.8477, -0.2370], [0.2846, -0.0207, 1.6556], [2.2226, -4.1200, -2.6689], [-0.3522, 3.8038, 3.5656], [1.6065, -2.8346, -2.0691], [0.9897, 4.0940, 2.4638], [0.3036, -0.2733, -0.3338], [2.3503, -1.6724, -3.6856], [-0.4160, 0.9317, 3.8429], [-2.3958, 3.0083, 1.7398], [1.5128, -1.9480, 1.1267], [1.2936, -4.1931, -4.3788], [3.2721, -4.1943, -2.3796], [3.4430, -1.7333, -2.3056], [0.0115, 2.6109, -0.0346], [-0.6184, 4.7064, 2.0502], [1.6989, -4.9929, -2.2571], [1.9175, 1.5449, 3.0219], [-1.0839, -1.6979, -1.5019], [0.0786, 1.0215, 4.6656], [1.7564, -3.0162, -0.5653], [0.5809, 1.1520, 2.5676], [2.7997, -3.2561, -0.3435], [1.4423, 2.7524, -0.3215]]}

---

6.
{"formula": "C7H18CuF3N6O5", "method": "ωB97M-V with the def2-TZVPD basis set", "homo_lumo_gap_ev": 6.93, "lumo_ev": 0.1, "de_lowest_kj_mol": 173.6, "homo_energy_ev": -6.8050, "multiplicity": 1, "species": ["H", "H", "H", "F", "C", "O", "H", "N", "H", "H", "O", "N", "H", "H", "H", "C", "C", "H", "C", "O", "N", "O", "H", "C", "O", "H", "H", "C", "H", "F", "H", "C", "H", "H", "N", "N", "H", "F", "Cu", "N"], "xyz": [[4.6948, 1.1197, 1.8553], [-2.8107, -2.7408, -1.2016], [2.8113, -4.5771, -0.1008], [-1.5579, 0.7228, 2.8604], [-4.5806, 3.5366, -1.1940], [2.2314, -1.9757, -0.2969], [-1.4567, -4.2823, 1.8316], [3.9649, 2.3110, -0.9097], [-4.5690, 1.7596, -0.0531], [3.7662, -0.9319, -1.6795], [-2.6502, 2.5142, -0.1360], [4.0222, -1.8924, -1.5376], [-5.1616, 4.0359, -0.4246], [-0.2981, -3.0572, 1.7183], [-5.0869, 3.3514, -2.1434], [-1.9650, 1.4736, 0.5542], [-1.5015, -2.9248, 0.1618], [4.1941, -4.3021, -1.1056], [3.1934, -2.6071, -0.7499], [-0.6751, 1.4551, 0.1087], [4.5978, 1.9097, 1.2417], [-0.7517, -2.1683, -0.4601], [5.1997, 2.7063, 1.1398], [3.6907, 1.7023, 0.2706], [2.6461, 1.0759, 0.4590], [-3.8046, 4.2110, -1.5704], [4.9372, 2.3571, -1.1773], [-2.2956, 1.5252, 2.0446], [-3.4581, -3.4411, 0.3022], [-3.5876, 1.1302, 2.2705], [3.4204, 2.1242, -1.7365], [-3.8863, 2.2355, -0.7618], [5.0108, -2.0955, -1.4621], [-3.8136, 1.6408, -1.6759], [3.4021, -3.9432, -0.6014], [-1.1702, -3.4339, 1.3796], [-2.3346, 0.4648, 0.3005], [-2.2012, 2.7535, 2.5653], [0.5385, -0.4986, 0.2469], [-2.7047, -3.2443, -0.3326]]}